Density functional theory data (ωB97M-V/def2-TZVPD) for a single C17H16BrN3O molecule.

Last column: natural (NBO) charge in e.
Atoms and positions in Å:
1 C 4.34761 1.75552 0.86921  -0.631
2 C 3.81060 0.35700 0.81142  0.031
3 C 4.29709 -0.63463 1.65091  -0.264
4 C 3.77705 -1.91427 1.57180  -0.178
5 C 2.78219 -2.22017 0.66520  -0.300
6 C 2.28024 -1.23616 -0.19318  0.264
7 N 1.30789 -1.56902 -1.12784  -0.440
8 C 0.41496 -2.67444 -0.85397  -0.410
9 C 0.86313 -0.60334 -2.10230  -0.266
10 C -0.10397 0.37442 -1.52055  0.450
11 N 0.11118 1.60988 -1.20078  -0.289
12 N -1.01417 2.08229 -0.64399  -0.278
13 C -1.87778 1.11173 -0.64025  0.424
14 C -3.23092 1.15557 -0.13573  -0.032
15 C -3.72146 2.34197 0.40984  -0.182
16 C -5.01517 2.39087 0.89162  -0.195
17 C -5.83016 1.27073 0.83711  -0.233
18 C -5.32972 0.09906 0.29312  -0.058
19 Br -6.44192 -1.44525 0.21410  0.057
20 C -4.03941 0.02293 -0.19532  -0.245
21 O -1.35712 -0.01174 -1.19216  -0.413
22 C 2.80926 0.05161 -0.09918  -0.321
23 H 4.97295 1.95298 -0.00142  0.219
24 H 3.53324 2.47712 0.86368  0.223
25 H 4.94795 1.90564 1.76290  0.213
26 H 5.07391 -0.40734 2.36581  0.207
27 H 4.15230 -2.68903 2.22503  0.210
28 H 2.40828 -3.22995 0.61720  0.209
29 H 0.87379 -3.62551 -1.14141  0.195
30 H -0.50388 -2.55540 -1.42476  0.206
31 H 0.15220 -2.71933 0.20651  0.203
32 H 0.38123 -1.13903 -2.92631  0.224
33 H 1.71830 -0.05149 -2.49595  0.244
34 H -3.07287 3.20204 0.44320  0.241
35 H -5.39984 3.30588 1.31472  0.224
36 H -6.84139 1.30501 1.21201  0.231
37 H -3.66225 -0.89658 -0.61605  0.237
38 H 2.42670 0.85046 -0.71418  0.224

Computed properties:
- highest occupied orbital energy (eV) = -7.803
- SMILES = Cc1cccc(N(C)Cc2nnc(-c3cccc(Br)c3)o2)c1
- energy above the lowest of the compared OMol25 structures with the same formula, charge and spin (kcal per mole) = 43.1
- 2S+1 = 1
- net charge = 0